1.
The following is a DFT calculation (ωB97M-V/def2-TZVPD) of C13H24N3OPb3 as an isolated structure.

The geometry in XYZ format:
```
44
Properties=species:S:1:pos:R:3
Pb -0.72 2.17 -4.20
Pb -4.35 1.59 -1.70
Pb -1.99 -1.47 -3.14
C -0.43 1.21 -1.07
O -1.47 1.01 -2.02
H -0.62 1.93 -0.27
H -0.18 0.23 -0.65
H 0.49 1.63 -1.52
C 2.77 -1.45 0.55
C 4.18 -1.63 0.04
C 4.51 -2.98 -0.56
C 3.65 -4.15 -0.33
N 2.95 -5.06 -0.17
H 2.04 -0.88 -0.03
H 2.80 -0.91 1.51
H 2.25 -2.37 0.81
H 4.91 -1.48 0.85
H 4.34 -0.88 -0.74
H 5.58 -3.19 -0.51
H 4.41 -2.87 -1.66
C -2.95 7.29 1.48
C -1.63 6.88 0.85
C -1.84 6.17 -0.53
C -2.44 4.85 -0.57
N -2.89 3.78 -0.57
H -3.73 6.53 1.60
H -3.37 8.01 0.77
H -2.80 7.87 2.38
H -0.96 6.33 1.51
H -1.10 7.83 0.76
H -0.81 6.02 -0.86
H -2.38 6.75 -1.29
C -1.01 -6.27 0.39
C -1.16 -5.09 1.33
C -0.06 -4.00 1.24
C -0.24 -3.24 -0.01
N -0.54 -2.66 -0.96
H -1.29 -6.05 -0.64
H -1.64 -7.08 0.75
H 0.02 -6.64 0.34
H -1.05 -5.41 2.37
H -2.16 -4.66 1.26
H 0.96 -4.38 1.13
H -0.03 -3.27 2.06
```

Computed properties:
Energy above the lowest of the compared OMol25 structures with the same formula, charge and spin   71.71 kcal/mol
LUMO level   -19.8 eV
Net charge   +5

=====

2.
The following is a DFT calculation (ωB97M-V/def2-TZVPD) of an isolated ion of composition CH5N3O3P and charge -1.

The geometry in XYZ format:
```
13
Properties=species:S:1:pos:R:3
C -0.05 0.54 0.05
N 1.02 0.19 -0.55
N 0.04 1.72 0.78
N 0.92 -1.05 -1.23
O -2.30 -0.10 1.37
O -2.40 0.66 -1.01
O -1.67 -1.71 -0.33
P -1.68 -0.24 -0.10
H 0.77 2.29 0.40
H -0.86 2.23 1.07
H -1.64 0.01 2.03
H 1.27 -0.98 -2.23
H -0.06 -1.45 -1.13
```

Computed properties:
Energy above the lowest of the compared OMol25 structures with the same formula, charge and spin   29.05 kcal/mol
SMILES string   N/N=C(/N)[P@@](=O)([O-])O
LUMO level   4.1 eV
Net charge   -1

=====

3.
The following is a DFT calculation (ωB97M-V/def2-TZVPD) of C50H49N8O2RuS3 as an isolated structure.

The geometry in XYZ format:
```
113
Properties=species:S:1:pos:R:3
Ru 0.68 -0.50 0.73
N -1.15 -0.93 1.13
S -2.48 -1.23 0.52
N -2.81 -0.76 -0.97
S -2.57 0.73 -1.57
N -1.08 0.89 -2.17
S -0.01 -0.24 -2.36
N 0.54 -0.95 -1.14
C -0.58 -1.46 -3.53
C -1.27 -0.99 -4.64
C -1.76 -1.90 -5.55
C -1.55 -3.26 -5.36
C -0.83 -3.71 -4.26
C -0.34 -2.81 -3.33
C 1.28 0.66 -3.21
C 1.65 1.90 -2.70
C 2.71 2.57 -3.29
C 3.38 2.01 -4.37
C 3.00 0.77 -4.86
C 1.94 0.08 -4.28
C -2.38 1.98 -0.03
C -3.60 2.56 0.29
C -3.64 3.71 1.06
C -2.46 4.33 1.44
C -1.24 3.78 1.07
C -1.20 2.61 0.31
C -3.61 0.48 -3.09
C -4.78 -0.25 -3.01
C -5.75 -0.08 -3.98
C -5.56 0.83 -5.01
C -4.39 1.58 -5.07
C -3.42 1.43 -4.10
C -3.80 -0.68 1.61
C -5.11 -0.61 1.16
C -6.08 -0.12 2.01
C -5.74 0.31 3.29
C -4.42 0.24 3.72
C -3.44 -0.26 2.88
C -2.68 -2.99 0.35
C -3.87 -3.63 0.65
C -3.92 -5.01 0.52
C -2.81 -5.72 0.09
C -1.62 -5.06 -0.19
C -1.55 -3.68 -0.06
H -1.40 0.08 -4.78
H -2.32 -1.55 -6.41
H -1.94 -3.97 -6.07
H -0.66 -4.77 -4.12
H 0.22 -3.13 -2.46
H 1.12 2.32 -1.86
H 3.01 3.54 -2.91
H 4.20 2.54 -4.83
H 3.52 0.33 -5.71
H 1.65 -0.89 -4.65
H -4.52 2.10 -0.06
H -4.59 4.15 1.33
H -2.48 5.26 2.00
H -0.31 4.28 1.34
H -0.24 2.22 -0.02
H -4.92 -0.97 -2.21
H -6.67 -0.66 -3.94
H -6.33 0.98 -5.75
H -4.24 2.29 -5.87
H -2.51 2.02 -4.11
H -5.36 -0.93 0.15
H -7.11 -0.06 1.68
H -6.50 0.70 3.94
H -4.16 0.58 4.72
H -2.41 -0.35 3.18
H -4.73 -3.08 1.01
H -4.84 -5.53 0.75
H -2.86 -6.80 0.00
H -0.75 -5.61 -0.50
H -0.62 -3.14 -0.23
N 0.76 0.36 2.82
C 1.05 -0.68 3.84
C 1.42 -0.09 5.21
C 2.53 0.99 5.30
C 3.88 0.53 5.87
N 4.61 -0.35 4.97
C 5.31 0.01 3.92
N 5.75 1.27 3.75
N 5.61 -0.91 3.00
C 1.99 -1.75 3.21
O 2.85 -2.29 3.91
O 1.75 -2.04 2.01
H 1.50 1.06 2.84
H -0.10 0.84 3.05
H 0.12 -1.24 3.97
H 1.66 -0.93 5.87
H 0.50 0.35 5.61
H 2.18 1.79 5.95
H 2.72 1.45 4.32
H 3.71 -0.04 6.78
H 4.49 1.39 6.13
H 4.16 -1.27 4.88
H 5.74 1.90 4.53
H 6.39 1.47 3.00
H 5.12 -1.80 3.02
H 6.10 -0.67 2.16
C 2.42 0.39 0.44
C 3.51 0.88 0.24
C 4.82 1.38 -0.06
C 5.69 0.55 -0.78
C 6.96 0.99 -1.10
C 7.37 2.26 -0.73
C 6.51 3.09 -0.02
C 5.24 2.65 0.33
H 5.34 -0.44 -1.08
H 7.64 0.34 -1.64
H 8.35 2.62 -1.01
H 6.83 4.08 0.26
H 4.56 3.29 0.88
```

Computed properties:
Energy above the lowest of the compared OMol25 structures with the same formula, charge and spin   0.00 kcal/mol
LUMO level (spin up / spin down)   -4.1 / -6.5 eV
Net charge   +2
2S+1   6
Expectation value of S²   8.79

=====

4.
The following is a DFT calculation (ωB97M-V/def2-TZVPD) of one molecule with the formula C3H6OS2.

The geometry in XYZ format:
```
12
Properties=species:S:1:pos:R:3
C -0.11 0.10 2.34
C -0.03 -0.09 -0.28
C -0.28 0.39 -1.73
H 0.84 0.66 2.52
H 0.09 -0.95 2.25
H -0.71 0.24 3.22
H -0.16 1.48 -1.82
H -1.34 0.12 -2.01
H 1.02 -1.46 -2.41
O 0.77 -0.94 -0.05
S -0.99 0.73 0.92
S 0.89 -0.26 -2.95
```

Computed properties:
Energy above the lowest of the compared OMol25 structures with the same formula, charge and spin   8.11 kcal/mol
SMILES string   CSC(=O)CS
LUMO level   0.7 eV

=====

5.
The following is a DFT calculation (ωB97M-V/def2-TZVPD) of C8H17N2S as an isolated structure.

The geometry in XYZ format:
```
28
Properties=species:S:1:pos:R:3
C 1.71 -0.16 -0.59
C -1.88 0.76 -0.15
C -1.45 2.77 1.14
C 1.24 0.02 -2.05
C 0.55 0.03 0.33
C -0.47 0.79 -0.50
C -0.11 -1.32 0.92
C 0.85 -1.96 1.98
N -2.26 1.86 0.58
N -0.24 -0.14 -1.78
S -0.32 -2.57 -0.37
H 2.28 -1.05 -0.64
H 2.36 0.72 -0.24
H -2.79 0.20 -0.49
H -1.10 -1.04 1.39
H -0.48 2.88 0.79
H -1.84 3.74 1.52
H 1.39 1.10 -2.16
H 1.73 -0.53 -2.82
H 0.92 0.51 1.21
H -0.09 1.81 -0.72
H 0.67 -3.10 2.03
H 0.68 -1.52 3.04
H 1.82 -1.71 1.75
H -3.25 1.96 0.75
H -0.78 -0.01 -2.60
H -0.18 -1.23 -1.51
H 1.01 -2.83 -0.81
```

Computed properties:
Energy above the lowest of the compared OMol25 structures with the same formula, charge and spin   89.58 kcal/mol
LUMO level   -2.7 eV
Net charge   +1

=====

6.
The following is a DFT calculation (ωB97M-V/def2-TZVPD) of an isolated ion of composition C4H3O2 and charge +1.

The geometry in XYZ format:
```
9
Properties=species:S:1:pos:R:3
C 0.71 -0.25 0.42
C -1.10 -0.04 -1.22
C 0.26 0.30 -0.85
C -0.89 -0.09 0.21
O 1.16 0.39 1.44
O -0.82 1.16 -0.47
H 0.88 -1.36 0.21
H -1.75 -0.12 -1.99
H 1.55 0.01 2.24
```

Computed properties:
Energy above the lowest of the compared OMol25 structures with the same formula, charge and spin   180.73 kcal/mol
LUMO level (spin up / spin down)   -3.6 / -9.4 eV
Net charge   +1
2S+1   3
Expectation value of S²   2.00

=====

7.
The following is a DFT calculation (ωB97M-V/def2-TZVPD) of C34H30Cl3F3KN5O2S3Si as an isolated structure.

The geometry in XYZ format:
```
82
Properties=species:S:1:pos:R:3
K -0.63 -1.26 0.50
Cl -5.79 -4.56 5.15
C -4.93 -4.07 3.71
C -3.56 -3.85 3.76
C -2.90 -3.46 2.62
Cl -1.17 -3.24 2.71
C -3.52 -3.25 1.35
O -2.91 -2.86 0.31
C -4.92 -3.53 1.39
Cl -5.81 -3.40 -0.11
C -5.62 -3.92 2.52
H -3.02 -3.97 4.69
H -6.68 -4.11 2.46
N 1.26 -0.24 3.91
C 0.21 0.64 3.73
N -0.77 0.43 2.92
C -1.69 1.46 2.97
C -1.41 2.45 3.86
S 0.08 2.10 4.66
C -2.80 1.43 2.02
C -3.72 2.41 1.80
S -4.76 1.95 0.50
C -3.90 0.44 0.37
N -2.92 0.32 1.22
N -4.19 -0.50 -0.56
H 1.28 -0.95 3.18
H 2.16 0.19 4.01
H -1.96 3.36 4.05
H -3.80 3.37 2.29
H -5.14 -0.53 -0.89
H -3.79 -1.43 -0.35
F 4.05 -6.27 -2.02
C 3.53 -5.67 -0.91
F 4.51 -4.88 -0.46
F 3.38 -6.67 -0.01
C 2.24 -4.98 -1.23
C 1.50 -5.49 -2.29
C 0.29 -4.91 -2.65
C -0.11 -3.81 -1.91
N 0.56 -3.33 -0.88
C 1.72 -3.89 -0.46
S 2.43 -3.24 0.96
H 1.88 -6.33 -2.84
H -0.30 -5.29 -3.47
H -1.04 -3.28 -2.14
C 2.65 2.36 1.44
C 1.89 3.19 0.40
C 2.81 4.28 -0.16
C 0.68 3.84 1.07
Si 1.25 1.95 -0.94
O 0.41 0.78 -0.32
C 0.14 3.00 -2.08
C 0.53 4.02 -2.95
C -0.40 4.75 -3.68
C -1.76 4.48 -3.55
C -2.17 3.46 -2.70
C -1.23 2.74 -1.98
C 2.78 1.26 -1.84
C 3.01 -0.11 -1.65
C 4.11 -0.75 -2.20
C 5.01 -0.03 -2.98
C 4.80 1.33 -3.19
C 3.70 1.96 -2.62
H 2.97 2.99 2.28
H 3.54 1.89 1.01
H 2.01 1.56 1.82
H 3.11 4.97 0.64
H 2.30 4.88 -0.92
H 3.71 3.86 -0.60
H 1.00 4.45 1.93
H -0.02 3.08 1.43
H 0.14 4.49 0.38
H 1.58 4.25 -3.08
H -0.07 5.54 -4.35
H -2.49 5.05 -4.12
H -3.23 3.24 -2.59
H -1.54 1.93 -1.32
H 2.31 -0.67 -1.03
H 4.25 -1.80 -2.01
H 5.87 -0.53 -3.41
H 5.50 1.89 -3.80
H 3.57 3.02 -2.80
```

Computed properties:
Energy above the lowest of the compared OMol25 structures with the same formula, charge and spin   14.47 kcal/mol
LUMO level   3.7 eV
Net charge   -2

=====

8.
The following is a DFT calculation (ωB97M-V/def2-TZVPD) of one molecule with the formula C6H6Br2S.

The geometry in XYZ format:
```
15
Properties=species:S:1:pos:R:3
C -0.90 0.33 1.82
C -1.76 1.28 2.32
C -1.43 -0.37 0.74
C -2.73 -0.12 0.42
C -0.09 -1.14 -1.48
C -0.58 -1.62 -0.16
S -3.22 1.20 1.45
Br -3.75 -0.81 -0.91
Br 0.78 -2.35 1.05
H 0.06 0.23 2.47
H -1.79 1.78 3.24
H 0.98 -0.74 -1.52
H -0.73 -0.33 -1.82
H -0.04 -2.16 -1.99
H -1.45 -2.33 -0.21
```

Computed properties:
LUMO level (spin up / spin down)   0.5 / -2.6 eV
2S+1   3
Expectation value of S²   2.01

=====

9.
The following is a DFT calculation (ωB97M-V/def2-TZVPD) of C29H45Cl2N6O11SiTb as an isolated structure.

The geometry in XYZ format:
```
95
Properties=species:S:1:pos:R:3
C 1.97 -3.14 -2.27
C 2.97 -2.03 -2.12
H 2.06 -3.65 -3.24
H 0.95 -2.75 -2.16
H 2.11 -3.89 -1.48
C 3.96 -1.78 -2.99
C 4.29 -2.57 -4.21
H 4.60 -0.91 -2.82
H 3.57 -3.37 -4.41
H 5.28 -3.04 -4.14
H 4.32 -1.92 -5.10
Tb -0.33 0.41 -0.29
Cl -1.35 -1.87 -1.11
C 2.10 1.97 1.12
O 1.42 2.01 0.07
N 2.58 3.06 1.72
C 2.37 4.38 1.13
C 3.68 2.94 2.66
H 2.35 1.01 1.61
H 1.50 4.35 0.47
H 3.26 4.69 0.56
H 2.20 5.10 1.93
H 3.79 1.89 2.94
H 3.48 3.54 3.56
H 4.62 3.28 2.19
H -4.47 2.64 2.73
H -5.00 0.10 3.68
C -4.38 2.12 1.77
C -4.83 -0.18 2.64
N -3.93 0.74 1.97
H -3.63 2.62 1.16
C -3.08 0.22 1.06
O -2.65 0.83 0.05
H -4.38 -1.18 2.62
H -2.74 -0.81 1.28
H -5.34 2.14 1.25
H -5.80 -0.22 2.12
H 0.78 -1.00 -4.06
H 2.72 0.70 -4.45
C 0.06 -0.17 -4.18
C 1.91 1.42 -4.63
N 0.73 1.09 -3.86
H -0.80 -0.34 -3.53
C 0.30 1.91 -2.90
O -0.68 1.66 -2.15
H 2.25 2.43 -4.34
H 0.88 2.85 -2.80
H -0.26 -0.14 -5.23
H 1.66 1.42 -5.70
O 1.53 -0.44 -1.18
C 2.70 -1.10 -0.95
C 4.03 1.12 -1.13
C 3.87 -0.15 -0.57
H 3.30 1.47 -1.86
C 5.09 1.94 -0.72
H 2.57 -1.77 -0.09
C 4.78 -0.59 0.39
H 5.18 2.94 -1.13
C 6.03 1.46 0.20
C 5.86 0.19 0.76
H 4.63 -1.58 0.84
H 6.87 2.09 0.49
H 6.58 -0.18 1.50
Si -5.25 -4.61 -2.64
Cl -3.96 -5.68 -3.85
C -5.70 -3.07 -3.60
C -4.30 -4.27 -1.07
C -6.76 -5.68 -2.31
H -4.79 -2.50 -3.84
H -6.36 -2.41 -3.02
H -6.20 -3.33 -4.54
H -7.28 -5.93 -3.25
H -7.48 -5.16 -1.66
H -6.48 -6.62 -1.82
H -3.38 -3.69 -1.29
H -4.01 -5.21 -0.59
H -4.90 -3.69 -0.35
O -1.44 2.01 7.92
N -1.43 2.70 6.89
O -1.72 3.92 6.88
C -1.07 2.09 5.63
C -0.71 0.73 5.52
C -0.42 0.17 4.28
C -0.49 0.93 3.08
O -0.27 0.40 1.93
C -0.80 2.33 3.25
C -1.06 2.91 4.49
N -0.66 3.23 2.13
O -0.34 4.40 2.44
O -0.91 2.88 0.95
N -0.08 -1.25 4.25
O -0.11 -1.81 5.37
O 0.23 -1.86 3.21
H -0.68 0.12 6.41
H -1.24 3.98 4.58
```

Computed properties:
Energy above the lowest of the compared OMol25 structures with the same formula, charge and spin   0.00 kcal/mol
LUMO level (spin up / spin down)   -1.6 / -1.6 eV
2S+1   7
Expectation value of S²   12.04

=====

10.
The following is a DFT calculation (ωB97M-V/def2-TZVPD) of C6H12O as an isolated structure.

The geometry in XYZ format:
```
19
Properties=species:S:1:pos:R:3
C -1.66 0.31 -2.23
C -1.37 -0.02 -0.77
C 0.11 -0.27 -0.51
C 0.45 -0.36 0.98
C 0.87 0.93 1.71
O 2.05 0.31 2.23
C 1.85 -0.84 1.39
H -1.21 1.27 -2.51
H -1.25 -0.45 -2.89
H -2.74 0.38 -2.42
H -1.94 -0.90 -0.46
H -1.72 0.81 -0.13
H 0.72 0.52 -0.97
H 0.41 -1.21 -1.01
H -0.34 -0.90 1.52
H 0.21 1.30 2.51
H 1.11 1.76 1.03
H 2.57 -0.87 0.56
H 1.90 -1.78 1.95
```

Computed properties:
Energy above the lowest of the compared OMol25 structures with the same formula, charge and spin   31.38 kcal/mol
LUMO level   1.1 eV

=====

11.
The following is a DFT calculation (ωB97M-V/def2-TZVPD) of an isolated ion of composition C4H11N2 and charge +1.

The geometry in XYZ format:
```
17
Properties=species:S:1:pos:R:3
C 0.74 -0.96 1.23
C -0.37 -1.17 0.19
C -0.11 -0.51 -1.15
C -0.95 1.69 -1.75
N -0.19 0.95 -0.97
N 0.69 0.57 1.55
H 1.73 -1.15 0.86
H 0.60 -1.53 2.18
H -0.33 -2.22 -0.07
H -1.35 -1.00 0.64
H 0.96 -0.76 -1.50
H -0.64 -0.98 -1.98
H -1.55 1.48 -2.55
H -0.95 2.76 -1.46
H 1.53 1.10 1.76
H 0.14 1.00 0.67
H 0.05 0.74 2.36
```

Computed properties:
Energy above the lowest of the compared OMol25 structures with the same formula, charge and spin   44.15 kcal/mol
SMILES string   C=NCCC[NH3+]
LUMO level   -3.1 eV
Net charge   +1

=====

Total energy list, top to bottom, in eV: -36062.2414 -21022.8819 -103726.7776 -26926.0911 -22376.8455 -8271.6236 -149727.1040 -157234.0697 -117620.9148 -8462.9934 -7299.0337